{"formula": "C8H11ClSi", "method": "ωB97M-V/def2-TZVPD", "charge": 0, "lumo_energy_ha": 0.005, "spin_multiplicity": 1, "homo_energy_ev": -8.212, "relative_energy_kcal_mol": 50.5, "largest_force_ev_per_a": 4.6, "elements": ["Cl", "Si", "C", "C", "C", "C", "C", "C", "C", "C", "H", "H", "H", "H", "H", "H", "H", "H", "H", "H", "H"], "positions_angstrom": [[-3.2947, 1.1313, -1.0316], [-2.4140, -0.4503, -0.2173], [1.4193, -0.4081, -0.6973], [1.1346, -1.6155, -1.4563], [0.3564, 0.2719, -0.1500], [2.6729, 0.1706, -0.5405], [1.6138, 1.9948, 0.7434], [0.3384, 1.4028, 0.5644], [2.7462, 1.3575, 0.2314], [-3.2057, -0.6413, 1.4729], [1.6399, 2.9705, 1.2525], [0.5432, -2.3978, -0.8191], [-2.6289, -1.7671, -0.9632], [-0.6188, 1.8675, 0.8733], [-3.6912, 0.2751, 1.7422], [-2.3399, -0.7523, 2.1146], [0.4921, -1.2474, -2.3344], [-3.9214, -1.5254, 1.5043], [1.9499, -2.1312, -1.8886], [3.7002, 1.8645, 0.3976], [3.5077, -0.3703, -0.7984]], "lowdin_charge": [0.292, 0.237, -0.357, -0.086, -0.075, -0.027, -0.096, -0.152, -0.084, -0.305, 0.102, 0.114, -0.058, 0.093, 0.000, 0.008, 0.110, 0.054, 0.051, 0.099, 0.082]}

---

{"formula": "C2H7FNS", "method": "ωB97M-V/def2-TZVPD", "charge": 1, "lumo_energy_ha": [-0.147, -0.199], "spin_multiplicity": 1, "homo_energy_ev": [-13.622, -11.358], "relative_energy_kcal_mol": 90.6, "largest_force_ev_per_a": 4.5, "elements": ["S", "F", "N", "C", "C", "H", "H", "H", "H", "H", "H", "H"], "positions_angstrom": [[2.4169, -0.6691, -1.6472], [0.3618, -1.8073, -0.2653], [-1.4636, 0.2981, 0.7945], [1.4178, -1.1154, -0.2972], [-0.4019, 1.2506, 0.3353], [-0.2230, 1.9737, 1.0902], [1.5004, -0.8525, -2.6704], [-0.8937, -0.3873, 1.3027], [1.7461, -0.9491, 0.6500], [-1.8218, -0.1742, -0.0407], [-0.5831, 1.7073, -0.6716], [-2.0559, 0.7252, 1.4196]], "lowdin_charge": [0.870, 0.047, 0.126, -0.575, 0.006, 0.042, -0.063, 0.144, 0.036, 0.167, 0.079, 0.121]}

---

{"formula": "C38H94O19S14", "method": "ωB97M-V/def2-TZVPD", "charge": 0, "lumo_energy_ha": 0.001, "spin_multiplicity": 1, "homo_energy_ev": -8.506, "largest_force_ev_per_a": 3.3, "elements": ["S", "S", "S", "S", "S", "S", "S", "S", "S", "S", "S", "S", "S", "S", "O", "O", "O", "O", "O", "O", "O", "O", "O", "O", "O", "O", "O", "O", "O", "O", "O", "O", "O", "C", "C", "C", "C", "C", "C", "C", "C", "C", "C", "C", "C", "C", "C", "C", "C", "C", "C", "C", "C", "C", "C", "C", "C", "C", "C", "C", "C", "C", "C", "C", "C", "C", "C", "C", "C", "C", "C", "H", "H", "H", "H", "H", "H", "H", "H", "H", "H", "H", "H", "H", "H", "H", "H", "H", "H", "H", "H", "H", "H", "H", "H", "H", "H", "H", "H", "H", "H", "H", "H", "H", "H", "H", "H", "H", "H", "H", "H", "H", "H", "H", "H", "H", "H", "H", "H", "H", "H", "H", "H", "H", "H", "H", "H", "H", "H", "H", "H", "H", "H", "H", "H", "H", "H", "H", "H", "H", "H", "H", "H", "H", "H", "H", "H", "H", "H", "H", "H", "H", "H", "H", "H", "H", "H", "H", "H", "H", "H", "H", "H", "H", "H"], "positions_angstrom": [[7.4384, -2.4888, 0.6316], [-3.4190, -0.1174, -6.2001], [-4.3641, 0.0067, 2.3565], [3.9345, 5.3022, 0.5894], [-6.2837, 3.5542, -0.9558], [0.2455, -5.3031, -2.4789], [-4.1144, 5.4917, -5.3351], [3.6666, -4.5355, 1.0582], [1.4123, -0.2249, 0.9330], [-0.2981, 0.8358, 6.0094], [-0.6384, -3.9264, 2.7122], [-0.2970, 2.0086, -3.0928], [-3.0836, -3.2795, -1.7644], [-0.9748, 3.4704, 1.9187], [-3.7397, -4.0171, -0.5496], [4.6559, 5.9148, 1.6574], [1.5634, -5.9459, -2.3498], [-6.9018, 2.6625, 0.0087], [7.8067, -3.1515, -0.6153], [-3.2271, -0.4969, 3.1698], [2.5116, -5.3731, 1.3173], [-3.6475, -1.5759, -6.0699], [-1.2843, 1.0810, -2.5165], [2.6169, 5.7913, 0.1288], [3.4638, -3.3633, 0.2415], [-7.0321, 4.4523, -1.7944], [2.1119, 1.0315, 0.4113], [-3.8014, 4.3792, -4.4311], [-0.1905, -3.5946, 4.0536], [7.1591, -3.3790, 1.7073], [0.8436, 1.0209, 5.0172], [-1.9601, 3.3885, 3.0511], [0.0344, -3.3029, 1.5754], [-0.5405, -5.6473, 2.4715], [-4.4547, -2.4971, -2.5589], [-1.5210, 1.9798, 5.5061], [-4.0521, 0.6300, -4.7102], [8.6745, -1.2506, 1.0415], [-5.6980, -1.2549, 2.2954], [-2.5124, 6.1716, -5.9165], [1.0274, 0.8422, -3.3294], [3.7334, 3.5711, 0.8976], [0.5140, 2.9204, -1.7463], [5.2968, -6.4867, 1.4685], [4.9494, 5.1496, -0.9541], [1.9960, -0.6912, 2.5355], [-3.8063, 2.7008, -1.2390], [4.8417, -5.6324, 0.2970], [-2.4769, -3.8055, 2.3877], [-2.2351, -1.7754, -1.0984], [-0.7435, 5.2394, 1.5265], [6.1045, -1.4045, 0.5207], [-1.6822, -5.9257, 1.3863], [4.7664, 3.6516, -1.2507], [-1.1965, -0.6815, 5.6906], [-3.6623, 4.2025, -0.7056], [6.4716, -0.3218, 1.5137], [4.4351, -4.3640, 2.7028], [-5.0040, 4.5452, -0.0882], [5.3353, -5.6517, 2.8252], [0.6343, 3.3101, 2.8626], [-5.3367, 1.2407, 3.3732], [-2.8844, -5.2064, 2.0073], [4.7363, 2.8606, 0.0049], [-4.8065, 6.8180, -4.3020], [0.5126, -3.6096, -3.0777], [7.8720, 0.1025, 1.1307], [-5.1607, 2.5968, -1.9166], [-0.3759, -6.0443, -3.9833], [-1.6704, 0.0825, -5.8984], [-0.2750, 0.0862, 1.4728], [3.7560, 3.5197, -1.7044], [4.8790, -6.3046, 3.5046], [-1.5027, -5.4853, 0.3633], [-2.9300, 2.3790, -1.8030], [4.3711, -6.1868, -0.5101], [0.5052, -6.3629, -4.5430], [8.9856, -1.4697, 2.0171], [2.0748, 0.2158, 3.1507], [-5.0188, 0.0895, -4.7024], [2.7095, 3.2116, 0.6427], [-3.3033, -5.7311, 2.9049], [-4.0240, -2.0276, -3.4695], [-4.6059, 2.0613, 3.5788], [-1.2227, -0.3798, -6.7812], [-1.7290, 1.7354, 4.4762], [1.8643, 1.3765, -3.8127], [-5.3246, -2.0378, 1.5816], [0.3557, 5.4811, 1.3228], [1.2861, -1.3128, 3.1256], [6.4695, -0.7813, 2.5314], [0.6203, 0.1339, -4.0165], [5.0596, -3.4687, 2.7686], [-5.8527, -1.7571, 3.2909], [-0.9190, 5.7559, 2.4299], [-4.0713, 7.2552, -3.5580], [-1.5816, -1.3366, -1.9006], [5.6556, -5.0025, -0.0597], [7.8160, 0.5151, 0.1214], [-0.7589, -6.0864, 3.4252], [0.7681, 4.2137, 3.5348], [-3.8555, 2.0227, -0.3259], [4.5066, -7.2304, 1.5562], [-1.3826, -0.4774, -4.9826], [-5.3145, 7.6048, -4.8428], [5.4138, 3.2656, -2.0420], [-0.4527, 0.5005, 2.4596], [-2.8742, 4.2250, -0.0028], [-3.5133, 0.3430, -3.7818], [5.8926, 5.4904, -0.5825], [-0.9293, -6.8907, -3.7427], [-3.4682, 4.8290, -1.6388], [-1.2183, 3.0533, 5.5761], [5.1513, -1.8790, 0.5473], [-5.2477, 5.6024, -0.0770], [-5.1174, 4.1666, 0.9243], [-2.0423, -6.9211, 1.2688], [-1.3321, 5.4568, 0.6587], [1.2546, 0.3791, -2.3769], [9.5871, -1.3327, 0.4270], [-2.2123, 5.3865, -6.5960], [-1.0302, -5.4104, -4.6124], [4.4174, 1.7760, -0.1465], [1.0607, -3.7325, -4.0081], [5.7367, 2.9786, 0.3423], [-6.2182, 1.5056, 2.7194], [-1.4003, 1.1063, -5.8971], [3.9452, 3.2961, 1.9351], [-2.6083, 7.0999, -6.5346], [-3.7218, -5.0302, 1.2949], [3.5770, -4.3712, 3.3481], [-2.8852, -3.3182, 3.2475], [4.5630, 5.8784, -1.7202], [-6.6409, -0.8831, 1.8792], [-0.8365, 0.5465, 0.6863], [6.1625, -1.0335, -0.5094], [-1.8809, 6.2397, -5.0237], [0.5868, 2.3840, 3.4226], [1.0546, -2.9718, -2.3498], [0.4253, -5.9263, 2.1076], [-1.1341, -0.8783, 4.6571], [-4.9218, -1.6582, -2.0087], [-4.2235, 1.7581, -4.7241], [6.2273, -7.0462, 1.2497], [-1.6689, -2.1492, -0.3036], [-5.4958, 1.5519, -1.8995], [-5.0670, -3.3348, -2.9199], [-2.9336, -0.9864, -0.6627], [-2.2492, -0.5148, 6.0361], [-0.8203, -1.5088, 6.2277], [2.9665, -1.2696, 2.5028], [8.2933, 0.9352, 1.7445], [-5.5633, 6.2015, -3.7591], [1.3507, 3.5027, 2.1181], [-0.0545, 3.7460, -1.3585], [-0.6434, -0.9111, 1.5953], [1.5089, 3.1925, -2.1549], [-5.5488, 0.8526, 4.4025], [5.6767, 0.4598, 1.4905], [-5.1115, 3.1168, -2.8770], [-0.4492, -3.0821, -3.2485], [0.8037, 2.1975, -0.9648], [-2.3509, 1.6987, 6.0748], [6.4157, -5.5050, 3.1212], [-2.5046, -3.0770, 1.6064]], "lowdin_charge": [0.651, 0.808, 0.792, 0.692, 0.673, 0.787, 0.802, 0.665, 0.869, 0.857, 0.681, 0.818, 0.862, 0.825, -0.571, -0.309, -0.544, -0.340, -0.321, -0.565, -0.327, -0.548, -0.576, -0.369, -0.332, -0.330, -0.583, -0.562, -0.338, -0.308, -0.579, -0.583, -0.348, -0.210, -0.279, -0.287, -0.283, -0.188, -0.260, -0.246, -0.240, -0.257, -0.233, -0.207, -0.179, -0.260, -0.191, -0.226, -0.204, -0.226, -0.236, -0.256, -0.161, -0.249, -0.244, -0.183, -0.231, -0.186, -0.206, -0.168, -0.192, -0.235, -0.253, -0.248, -0.254, -0.258, -0.199, -0.259, -0.256, -0.273, -0.257, 0.109, 0.076, 0.111, 0.069, 0.115, 0.060, 0.076, 0.039, 0.052, 0.072, 0.130, 0.026, 0.041, 0.052, 0.017, 0.068, 0.045, 0.064, 0.058, 0.132, 0.019, 0.074, 0.074, 0.039, 0.077, 0.046, 0.087, 0.106, 0.099, 0.095, 0.119, 0.099, 0.054, 0.042, 0.119, 0.039, 0.036, 0.043, 0.081, 0.017, 0.127, 0.086, 0.071, 0.101, 0.093, 0.098, 0.016, 0.054, 0.116, 0.029, 0.068, 0.127, 0.050, 0.103, 0.059, 0.030, 0.119, 0.071, 0.091, 0.091, 0.082, 0.122, 0.051, 0.037, 0.124, 0.054, 0.003, 0.064, 0.068, 0.012, 0.068, 0.065, 0.121, -0.009, 0.109, 0.063, 0.080, 0.076, 0.035, 0.063, 0.129, 0.046, -0.014, 0.040, 0.012, 0.050, 0.064, 0.115, 0.073, 0.026, 0.025, 0.027, 0.120, 0.055]}